Computed, not measured: a 6-piece molecular cluster, C34H78F4N7O9PS overall at a distorted geometry, with ωB97M-V with the def2-TZVPD basis set.

Cartesian coordinates (Å):
C 2.445 -2.406 3.771
C 2.595 -0.874 3.735
P 2.876 -0.214 2.036
C 3.882 1.310 2.372
C 5.128 1.416 1.471
C 1.158 0.419 1.478
C 0.825 1.697 2.338
N -0.592 2.046 2.450
C -0.994 2.331 3.827
C -0.023 -0.477 1.847
O -0.137 -1.145 2.836
N -1.049 -0.371 0.888
C -0.521 0.249 -0.334
S -1.721 1.365 -1.078
O -2.958 0.667 -1.048
O -1.186 1.891 -2.279
F -1.878 2.551 -0.071
C 1.000 0.576 -0.068
C 1.771 -0.470 -0.932
C 1.711 -1.894 -0.455
C 1.411 -2.939 -1.444
O 0.450 -2.469 -0.355
C 1.499 1.930 -0.579
F 0.731 2.971 -0.190
F 2.746 2.167 -0.109
F 1.576 1.984 -1.923
H 1.436 -2.683 4.061
H 2.641 -2.851 2.796
H 3.137 -2.846 4.488
H 3.441 -0.541 4.338
H 1.708 -0.421 4.174
H 4.212 1.221 3.409
H 3.307 2.226 2.327
H 5.042 2.261 0.792
H 5.190 0.530 0.833
H 6.052 1.456 2.042
H 1.400 2.543 1.973
H 1.201 1.475 3.337
H -0.746 2.880 1.900
H -0.821 1.444 4.436
H -2.061 2.544 3.853
H -0.453 3.176 4.270
H -1.781 0.236 1.252
H -0.581 -0.516 -1.113
H 2.820 -0.179 -1.010
H 1.328 -0.457 -1.925
H 2.415 -2.171 0.314
H 0.812 -2.774 -2.326
H 1.677 -3.947 -1.162
C 6.550 4.194 3.744
O 5.163 4.149 3.474
C 4.319 4.309 4.596
C 4.081 5.762 5.023
C 5.261 6.393 5.755
N 3.697 6.629 3.908
H 6.781 3.756 4.720
H 6.942 5.214 3.709
H 7.049 3.612 2.968
H 3.356 3.885 4.293
H 4.690 3.707 5.437
H 3.237 5.735 5.719
H 6.052 6.679 5.061
H 4.938 7.298 6.268
H 5.683 5.711 6.496
H 2.836 6.294 3.488
H 4.395 6.547 3.173
C -6.479 -3.197 1.308
O -5.784 -2.096 0.759
C -4.374 -2.210 0.746
C -3.793 -3.004 -0.428
C -3.958 -4.515 -0.305
N -4.328 -2.566 -1.721
H -5.937 -3.648 2.144
H -6.686 -3.964 0.556
H -7.434 -2.824 1.681
H -3.993 -1.190 0.662
H -4.017 -2.611 1.704
H -2.720 -2.785 -0.430
H -4.976 -4.827 -0.541
H -3.293 -5.020 -1.006
H -3.717 -4.860 0.702
H -4.110 -1.583 -1.856
H -5.342 -2.603 -1.671
C -10.479 -4.466 -2.102
O -9.367 -4.006 -1.361
C -8.653 -2.930 -1.935
C -9.247 -1.541 -1.676
C -10.485 -1.234 -2.514
N -9.555 -1.309 -0.264
H -10.294 -4.394 -3.179
H -11.391 -3.914 -1.863
H -10.633 -5.512 -1.842
H -7.665 -2.960 -1.466
H -8.511 -3.097 -3.011
H -8.470 -0.823 -1.957
H -11.368 -1.737 -2.119
H -10.688 -0.164 -2.497
H -10.349 -1.540 -3.553
H -8.702 -1.379 0.282
H -10.144 -2.071 0.061
C 0.671 -3.891 -5.300
O 0.193 -4.445 -4.090
C -1.024 -5.164 -4.182
C -0.880 -6.612 -4.662
C -0.621 -6.746 -6.159
N 0.153 -7.352 -3.933
H -0.155 -3.573 -5.944
H 1.305 -4.590 -5.851
H 1.272 -3.017 -5.044
H -1.424 -5.180 -3.165
H -1.740 -4.613 -4.805
H -1.837 -7.097 -4.447
H 0.415 -6.512 -6.407
H -0.805 -7.771 -6.478
H -1.271 -6.086 -6.736
H -0.077 -7.378 -2.945
H 1.019 -6.822 -3.986
C 5.801 3.288 -2.235
O 6.743 3.772 -1.298
C 7.328 5.022 -1.594
C 6.481 6.230 -1.171
C 5.288 6.505 -2.079
N 6.013 6.125 0.215
H 6.082 3.554 -3.258
H 4.798 3.668 -2.025
H 5.778 2.202 -2.143
H 8.258 5.049 -1.020
H 7.597 5.076 -2.658
H 7.145 7.099 -1.224
H 4.472 5.807 -1.890
H 4.904 7.508 -1.895
H 5.564 6.433 -3.133
H 6.811 6.066 0.840
H 5.533 5.235 0.323

As for the SMILES: CCP(CC)[C@]1(CNC)C(=O)N[C@@H](S(=O)(=O)F)[C@@]1(C[C@@H]1CO1)C(F)(F)F.COC[C@@H](C)N.COC[C@@H](C)N.COC[C@@H](C)N.COC[C@@H](C)N.COC[C@@H](C)N. Its largest force on an atom is 2.8 eV/Å. Its highest occupied orbital energy is -8.593 eV. For the orbital gap, the calculation gives 9.0324 eV. As for the spin multiplicity: 1. Its net charge is 0.